No. 1
Molecular formula: C3H7NOS
Method: DFT, ωB97M-V with the def2-TZVPD basis set

**HOMO energy**: -0.3261 Eh
**F_max**: 5.6 eV Å⁻¹
**ΔE to the lowest compared entry with this formula, charge and spin**: 202.94 kcal per mole
**Kohn-Sham gap**: 0.327 Eh
**Charge**: 0

Last column: natural (NBO) charge in e.
Cartesian coordinates (Å):
H  1.29785  1.54974  -0.23069  0.290
C  -0.91763  -0.98552  0.51790  -0.576
H  -1.04365  1.86291  -0.89855  0.230
H  3.27238  -0.90904  -0.64570  0.485
N  1.38972  -0.99419  -0.21267  -0.134
C  0.30331  -0.30344  0.07286  0.129
C  0.04256  1.28199  0.12056  -0.707
O  2.36340  -0.27904  -0.76706  -0.544
H  -2.05126  0.92476  -0.64247  0.108
H  -1.02268  -0.70963  1.50756  0.215
H  -1.06239  -2.13971  0.46741  0.258
S  -2.05375  -0.43890  -0.74384  0.005
H  -0.51785  1.14008  1.45471  0.242

No. 2
Molecular formula: C26H31N5O6SeSn
Method: DFT, ωB97M-V with the def2-TZVPD basis set

**HOMO energy**: -0.5028 Eh
**F_max**: 0.5 eV Å⁻¹
**ΔE to the lowest compared entry with this formula, charge and spin**: 0.00 kcal per mole
**Kohn-Sham gap**: 0.295 Eh
**Charge**: +2

Last column: natural (NBO) charge in e.
Cartesian coordinates (Å):
H  -1.74284  1.55107  -1.30057  0.203
C  -0.31588  -2.85900  -0.79187  0.131
N  2.97143  0.16224  -1.57337  -0.524
Se  0.39726  -0.71906  -2.52970  0.445
H  -0.98131  -4.52447  0.36047  0.238
H  -1.61398  2.12309  5.25845  0.220
C  -1.56073  0.03155  4.84366  -0.089
H  -5.68280  0.87602  1.09201  0.228
C  -1.93124  3.30357  1.48191  -0.088
H  1.28621  -5.49357  0.61095  0.242
C  -1.13921  1.44056  4.55089  -0.095
H  -2.64987  -0.06432  4.83828  0.203
H  2.73053  -0.09626  -0.61722  0.468
H  -1.82701  3.32508  -1.15823  0.200
C  3.95302  1.03115  -3.36398  0.090
C  -2.10687  2.37713  -0.69581  -0.253
C  2.21724  -3.99079  -0.61060  -0.181
H  -3.28366  0.32584  1.12667  0.198
C  -6.12889  -0.49436  -0.49763  -0.162
C  -5.28768  0.13891  0.40539  -0.205
H  -2.28908  -2.40924  4.15214  0.200
N  -2.03872  -1.43996  -0.33971  -0.193
C  6.06784  2.04965  -3.47545  -0.175
H  -3.87752  -2.51162  -2.03718  0.244
C  2.02233  -2.84651  -1.36268  -0.217
H  -6.28231  -1.92806  -2.08739  0.239
C  6.24313  1.82235  -2.09861  -0.176
H  -0.18748  3.21781  2.75060  0.214
C  4.92233  1.65967  -4.13765  -0.210
H  -3.19292  2.31534  -0.61131  0.201
C  -4.28010  -1.77258  -1.35895  -0.204
O  -1.00746  -0.80186  3.82390  -0.628
C  5.28163  1.19430  -1.33508  -0.218
C  -5.62225  -1.44349  -1.38087  -0.189
C  2.14216  0.00243  -2.60266  0.273
O  -1.50029  2.26577  0.59795  -0.621
N  -1.68475  -2.45635  -0.94287  -0.157
H  -0.70266  -2.51101  4.96438  0.207
O  1.88254  -0.20235  1.04310  -0.629
H  -1.67372  3.79452  3.53829  0.220
O  -1.57480  1.74121  3.21388  -0.617
N  2.70254  0.50337  -3.70571  -0.311
N  2.27872  0.76460  1.79031  0.723
H  -0.81698  -2.74258  3.20599  0.202
H  7.15906  2.15024  -1.62671  0.243
C  -3.43832  -1.13582  -0.45105  0.118
H  -0.05328  1.55093  4.61535  0.212
C  -3.93811  -0.17809  0.42388  -0.232
O  3.42395  1.09317  1.84200  -0.307
O  1.36761  1.34754  2.46449  -0.623
H  -1.64432  4.27988  1.08362  0.214
H  -7.18290  -0.25149  -0.51322  0.238
C  -1.22232  -2.20074  4.05795  -0.251
C  4.12797  0.80590  -2.00578  0.162
H  2.04579  1.51017  -5.41968  0.235
H  4.79533  1.83014  -5.19791  0.242
C  2.17579  0.48839  -5.06926  -0.417
H  2.87801  -0.03271  -5.71659  0.240
C  0.76327  -2.25938  -1.42976  -0.249
Sn  -0.47585  0.17109  1.59923  1.604
H  1.22218  -0.02921  -5.08803  0.238
H  -3.02031  3.26270  1.57627  0.200
H  -1.17947  -0.26748  5.82314  0.218
H  5.41209  1.01784  -0.27630  0.248
C  1.14490  -4.58465  0.04278  -0.179
H  2.85602  -2.42914  -1.90873  0.226
H  3.20123  -4.43673  -0.56273  0.242
C  -0.11863  -4.03939  -0.07935  -0.217
C  -1.27120  3.08586  2.81160  -0.099
H  6.85555  2.54118  -4.02934  0.244

No. 3
Molecular formula: C41H41OP2PdSi
Method: DFT, ωB97M-V with the def2-TZVPD basis set

**HOMO energy**: -0.0414 Eh
**F_max**: 3.6 eV Å⁻¹
**ΔE to the lowest compared entry with this formula, charge and spin**: 54.04 kcal per mole
**Kohn-Sham gap**: 0.144 Eh
**Charge**: -1

Last column: Mulliken charge in e.
Cartesian coordinates (Å):
H  9.70359  -3.89647  20.72744  0.454
H  6.75843  0.46974  19.46348  0.297
H  12.69347  3.35808  15.69741  0.280
H  9.62290  5.29958  18.07080  0.296
C  6.75447  1.32801  15.99464  -0.670
C  9.03305  0.71053  22.03166  -0.600
H  10.98408  -2.20249  10.52848  0.251
C  11.81712  -4.99264  12.47084  -0.635
C  9.50561  -4.67707  16.93377  -0.696
H  9.08443  0.74316  23.12456  0.343
C  10.01997  -3.12122  18.75364  -0.161
C  8.89477  0.51267  19.20828  0.840
C  6.65952  -0.82075  17.11045  -0.069
C  11.16580  2.09714  16.47782  0.718
H  12.71436  -1.78151  12.19502  -0.023
H  12.11660  0.87329  13.46283  0.091
H  13.66823  0.29860  14.06728  0.284
H  7.50856  0.74538  11.77673  0.439
C  10.63328  -4.28731  12.73343  -0.801
C  9.17553  -0.43931  11.17164  -0.415
C  12.96815  -0.59505  16.99494  0.230
H  8.99639  -0.08054  10.13473  0.336
H  9.83643  -4.30958  12.01946  0.450
H  9.56755  -4.91644  15.84347  0.194
H  8.97682  1.06645  12.71323  0.108
H  8.82331  -6.04412  19.97449  0.342
H  12.92560  -3.81725  18.23738  0.444
H  14.25890  0.94721  17.73620  0.420
H  11.91557  -5.58011  11.57338  0.385
H  11.68928  5.46708  16.59875  0.377
C  10.43793  -3.58795  13.92394  -0.735
C  11.50375  -3.45414  14.84322  0.817
C  12.75155  -4.03583  14.51244  -0.556
H  6.87789  0.48149  21.95196  0.356
H  15.55841  -0.56037  19.18310  0.444
H  8.81324  -1.51036  11.20415  0.214
H  13.83703  -5.32007  13.19518  0.350
C  9.05574  -5.60950  17.85210  -0.486
H  5.07015  -2.13196  16.57377  0.359
Pd  9.90992  -0.70710  15.68389  -0.966
C  5.58838  1.01798  15.30685  -0.571
H  13.57570  -3.86297  15.20241  0.372
O  10.56746  -0.41265  11.50151  -0.081
C  7.72797  0.50309  19.98591  -0.665
P  9.01844  0.51062  17.40675  2.381
C  9.98503  2.02361  17.27436  -1.051
C  12.88754  -4.82625  13.37481  -0.547
H  11.38222  -0.74986  9.59658  0.361
C  5.50697  -1.14023  16.40878  -0.699
C  12.75141  -1.24895  11.24970  -0.847
C  10.13667  0.74500  19.88786  -0.308
H  8.66628  -6.57373  17.51313  0.372
H  11.04527  0.83319  19.29569  0.150
H  13.42233  -1.76315  10.55175  0.439
C  11.79410  3.31661  16.28702  -0.730
H  9.43330  -3.20525  14.15995  0.454
C  13.20497  -2.75917  18.12625  0.147
C  9.45850  3.19228  17.82812  -0.474
C  12.83353  0.96392  14.26240  -1.339
H  8.05302  -0.41695  12.99142  0.068
H  11.12577  1.08785  21.75171  0.396
H  7.23652  2.28031  15.85673  0.437
C  4.97179  -0.23703  15.47436  -0.578
H  4.05302  -0.43470  14.92438  0.371
H  13.15879  -0.24512  11.40937  0.290
H  10.50876  -2.19870  19.10572  0.416
C  10.04771  -3.45125  17.38954  0.602
C  14.22504  -2.23141  18.92939  -0.652
C  9.12173  -5.31582  19.23275  -0.744
C  12.52430  -1.91568  17.26551  -0.426
C  10.19881  0.83071  21.25571  -0.595
Si  11.96494  0.50981  15.85739  0.995
P  11.10540  -2.49019  16.31194  0.775
C  14.68671  -0.93703  18.70691  -0.821
C  10.09023  4.41777  17.58624  -0.661
C  7.32415  0.38695  16.84590  0.071
C  11.27360  4.49260  16.81989  -0.756
H  7.03013  -1.47565  17.93432  0.361
C  8.38566  0.28277  12.22718  -0.660
H  8.53641  3.15635  18.39151  0.472
H  13.18249  1.99047  14.27902  0.432
H  14.65251  -2.89391  19.69104  0.354
C  7.79752  0.58024  21.37298  -0.530
C  11.39119  -1.17300  10.60863  -0.341
H  5.15394  1.71814  14.60237  0.402
C  9.61591  -4.08329  19.66937  -0.898
C  14.02458  -0.11074  17.77859  -0.444